Formula: C51H114N6O8
Source: the OMol25 dataset
Level of theory: ωB97M-V/def2-TZVPD

Last column: Löwdin charge in e.
Cartesian coordinates (Å):
C (-0.92628, -3.38062, -4.76237)  0.0104
C (-0.93015, -4.01070, -3.30171)  -0.4852
C (-1.13930, -2.84352, -2.28429)  -0.0189
C (-2.08099, -4.99758, -3.19290)  -0.1308
C (-1.95962, -6.38296, -3.83776)  -0.1889
C (-0.64816, -6.99559, -3.37566)  -0.1441
C (0.58693, -5.99162, -3.48330)  -0.4034
C (1.70483, -6.65472, -2.58785)  -0.0434
C (1.16740, -6.06669, -4.97579)  -0.0138
N (0.27070, -4.65505, -2.87296)  -0.1547
O (1.36441, -3.90877, -3.02574)  -0.0176
H (-1.80474, -2.73611, -4.79445)  0.0388
H (-0.08925, -2.69049, -4.86831)  0.0838
H (-0.88914, -4.16790, -5.51530)  0.0652
H (-0.32781, -2.11690, -2.32423)  0.0697
H (-2.03649, -2.26854, -2.51352)  0.0693
H (-1.21075, -3.15362, -1.24178)  0.0888
H (-2.21165, -5.23582, -2.13732)  0.1203
H (-2.93473, -4.38958, -3.49218)  0.1170
H (-2.67411, -7.17981, -3.63128)  0.1100
H (-2.07603, -6.28186, -4.91681)  0.1028
H (-0.56512, -7.95295, -3.89010)  0.1150
H (-0.86365, -7.27756, -2.34505)  0.1126
H (2.63056, -6.09215, -2.70889)  0.0730
H (1.77850, -7.67666, -2.95974)  0.0777
H (1.47920, -6.67599, -1.52167)  0.0742
H (2.11287, -5.52835, -5.04192)  0.0767
H (0.46896, -5.70605, -5.73092)  0.0576
H (1.31801, -7.12388, -5.19435)  0.0748
H (1.48412, -3.50620, -2.16249)  0.0560
C (-6.51427, 1.44680, 1.29836)  -0.0295
C (-5.45001, 0.40247, 1.79105)  -0.5032
C (-6.24052, -0.86878, 2.18903)  -0.0289
C (-4.48712, 0.05680, 0.69156)  -0.1453
C (-3.26044, -0.66407, 1.22862)  -0.2015
C (-2.63222, 0.10286, 2.30749)  -0.1477
C (-3.62566, 0.49410, 3.47640)  -0.4506
C (-3.88984, -0.76137, 4.44403)  -0.0005
C (-2.78455, 1.50959, 4.23275)  -0.0562
N (-4.77861, 1.13168, 2.85598)  -0.0957
O (-5.69728, 1.65936, 3.84833)  -0.0120
H (-6.93561, 1.13202, 0.34366)  0.0745
H (-7.35819, 1.51715, 1.98462)  0.0782
H (-6.01689, 2.40777, 1.16699)  0.0840
H (-6.62630, -0.84725, 3.20824)  0.0859
H (-7.00209, -1.07075, 1.43582)  0.0824
H (-5.69364, -1.80989, 2.13120)  0.0663
H (-4.95822, -0.69358, 0.05665)  0.1189
H (-4.21419, 0.89009, 0.04407)  0.1048
H (-3.54933, -1.61008, 1.68658)  0.1046
H (-2.58619, -0.96516, 0.42684)  0.1053
H (-2.15624, 0.96868, 1.84716)  0.1173
H (-1.83085, -0.54859, 2.65609)  0.1216
H (-2.93451, -1.04013, 4.88871)  0.0640
H (-4.08481, -1.70268, 3.93020)  0.0641
H (-4.56918, -0.49313, 5.25314)  0.0805
H (-2.62268, 2.39378, 3.61624)  0.0726
H (-1.83058, 1.15427, 4.62234)  0.0616
H (-3.29894, 1.86848, 5.12421)  0.0813
H (-5.53477, 2.58838, 3.66915)  0.0983
C (-6.26532, 1.91785, -5.32055)  -0.0473
C (-5.26919, 1.06364, -4.50105)  -0.4298
C (-5.94372, 0.91757, -3.06329)  -0.0240
C (-5.08427, -0.37299, -5.15664)  -0.1452
C (-3.95247, -1.08635, -4.52586)  -0.1890
C (-2.66569, -0.15082, -4.64095)  -0.1095
C (-2.80070, 1.20368, -3.93151)  -0.5046
C (-2.73797, 1.08452, -2.35755)  -0.0039
C (-1.64685, 2.06290, -4.41205)  -0.0414
N (-3.98944, 1.84636, -4.45162)  -0.1385
O (-4.17561, 3.12208, -3.92600)  -0.0103
H (-6.84255, 2.75300, -4.92377)  0.0801
H (-5.68613, 2.19824, -6.20033)  0.0852
H (-7.07043, 1.22488, -5.56485)  0.0768
H (-6.83155, 0.30522, -3.22108)  0.0789
H (-5.45446, 0.40973, -2.23214)  0.0425
H (-6.12007, 1.93426, -2.71209)  0.0782
H (-6.01413, -0.92522, -5.02056)  0.1164
H (-4.87162, -0.32632, -6.22468)  0.1208
H (-4.15948, -1.22386, -3.46458)  0.0990
H (-3.79100, -2.04341, -5.02191)  0.1011
H (-2.44258, -0.18365, -5.70736)  0.1261
H (-1.86847, -0.69896, -4.13887)  0.0829
H (-1.69562, 0.87670, -2.11585)  0.0661
H (-3.30336, 0.25210, -1.93861)  0.0497
H (-2.87287, 1.99290, -1.77039)  0.0804
H (-0.73067, 1.47307, -4.38330)  0.0835
H (-1.57614, 2.95882, -3.79526)  0.0766
H (-1.74485, 2.22425, -5.48558)  0.0911
H (-3.99280, 3.73695, -4.64021)  0.1080
C (6.13622, -1.15230, -2.48729)  -0.0089
C (6.01851, 0.33593, -1.95278)  -0.5349
C (6.89984, 1.19021, -2.82128)  -0.0604
C (4.59302, 0.82849, -2.22555)  -0.1516
C (4.28304, 2.21879, -1.72382)  -0.1832
C (4.58613, 2.24352, -0.26473)  -0.1672
C (5.98697, 1.80390, 0.18698)  -0.4459
C (7.03061, 2.88883, -0.03113)  -0.0281
C (5.73737, 1.59081, 1.68579)  -0.0555
N (6.32666, 0.47404, -0.52853)  -0.0574
O (7.65793, -0.03065, -0.26276)  -0.0202
H (7.20075, -1.38467, -2.51688)  0.0746
H (5.53774, -1.81606, -1.86332)  0.0741
H (5.78009, -1.15886, -3.51745)  0.0820
H (6.90996, 2.25632, -2.59458)  0.0694
H (7.91163, 0.78642, -2.78462)  0.0847
H (6.63222, 1.23678, -3.87688)  0.0898
H (4.25258, 0.60647, -3.23694)  0.1273
H (4.14734, 0.08215, -1.56794)  0.0995
H (4.78379, 3.05307, -2.21508)  0.1127
H (3.23456, 2.42444, -1.93945)  0.1059
H (3.77206, 1.61481, 0.09598)  0.0973
H (4.48627, 3.21596, 0.21744)  0.1256
H (7.61734, 2.97222, 0.88371)  0.0785
H (6.67436, 3.88869, -0.27911)  0.0907
H (7.83646, 2.59434, -0.70342)  0.0724
H (6.57966, 1.14322, 2.21333)  0.0804
H (4.93596, 0.87947, 1.88544)  0.0695
H (5.45546, 2.44994, 2.29449)  0.0852
H (7.51638, -0.94044, 0.00898)  0.0932
C (4.09711, 2.24398, 6.12601)  -0.0385
C (2.70754, 1.54917, 5.87283)  -0.4270
C (1.75356, 2.04083, 7.02239)  -0.0287
C (2.19000, 2.15765, 4.54042)  -0.1654
C (1.17859, 1.36945, 3.81814)  -0.1843
C (1.67088, -0.10556, 3.72628)  -0.1146
C (1.91344, -0.82699, 5.11208)  -0.4820
C (0.62446, -1.07463, 5.93368)  -0.0154
C (2.47032, -2.20216, 4.68137)  -0.0480
N (2.91007, 0.05361, 5.74334)  -0.0801
O (3.45562, -0.56565, 6.93010)  -0.0195
H (4.06036, 3.33286, 6.09257)  0.0854
H (4.48136, 1.97717, 7.11052)  0.0739
H (4.79350, 1.93542, 5.34631)  0.0750
H (1.78724, 3.11593, 7.19883)  0.0763
H (0.69884, 1.87785, 6.80075)  0.0667
H (2.08642, 1.60808, 7.96580)  0.0775
H (1.65003, 3.08696, 4.72186)  0.1013
H (3.01586, 2.41870, 3.87868)  0.1144
H (0.27109, 1.35116, 4.42163)  0.0810
H (0.85253, 1.72441, 2.84049)  0.0979
H (2.59969, -0.10055, 3.15585)  0.1025
H (1.03808, -0.72301, 3.08877)  0.1054
H (-0.01277, -0.20169, 6.07520)  0.0574
H (0.94916, -1.32073, 6.94468)  0.0809
H (0.09995, -1.94432, 5.53794)  0.0795
H (3.39141, -2.04716, 4.11954)  0.0768
H (1.79641, -2.73941, 4.01406)  0.0794
H (2.83268, -2.82098, 5.50225)  0.0789
H (4.37894, -0.34600, 6.78568)  0.0877
C (-0.02531, 4.53758, -1.17764)  -0.1431
O (0.55424, 4.37856, 0.06087)  -0.2081
C (-0.37204, 4.69558, 1.16034)  -0.1495
C (0.59471, 4.78081, 2.38097)  -0.4417
C (-0.25332, 5.07924, 3.69112)  -0.0348
N (1.63166, 5.73875, 2.15261)  0.0520
H (-0.10669, 5.60086, -1.40328)  0.0925
H (-1.06067, 4.20270, -1.24081)  0.0759
H (0.50845, 3.90183, -1.88405)  0.0840
H (-0.93580, 5.62644, 1.09898)  0.1258
H (-1.09910, 3.90994, 1.36589)  0.1155
H (1.08807, 3.80889, 2.37215)  0.1032
H (-1.12971, 4.43781, 3.78387)  0.0593
H (-0.54796, 6.12735, 3.74375)  0.0686
H (0.30917, 5.08301, 4.62476)  0.0621
H (1.94020, 5.42591, 1.24319)  0.0632
H (1.04239, 6.55414, 2.06327)  0.0698
C (2.53565, -3.11085, 0.32920)  -0.0838
O (1.29067, -3.34658, -0.36812)  -0.1552
H (2.72221, -3.73615, 1.20230)  0.0825
H (3.30764, -3.37256, -0.39443)  0.0722
H (2.72838, -2.05473, 0.51778)  0.0777
H (1.01719, -4.25537, -0.51271)  0.0770
C (1.04969, 0.51492, -0.41694)  -0.1959
O (0.28579, -0.55547, -0.09052)  -0.0897
H (1.96109, 0.15591, -0.89503)  0.0661
H (0.62544, 1.26961, -1.07916)  0.0679
H (1.49160, 1.16524, 0.33798)  0.0698
H (0.34830, -1.23137, -0.76937)  0.0352

For the frontier orbital gap, the calculation gives 8.7 eV. The electronic energy comes out at -2941.63018 Eh. Its molar mass is 939.5 Da. The calculation puts the relative energy (zero: lowest compared OMol25 entry of this formula, charge and spin) at 352.7 kJ/mol.

Formula: C51H116N4O9
Source: the OMol25 dataset
Level of theory: ωB97M-V/def2-TZVPD

Last column: Löwdin charge in e.
Cartesian coordinates (Å):
C (-4.20866, 1.45303, 5.84024)  -0.0083
C (-3.13733, 0.89702, 4.83075)  -0.5180
C (-3.63664, -0.33880, 4.08684)  -0.0180
C (-2.84139, 1.95858, 3.73868)  -0.1441
C (-1.57419, 1.77586, 2.97534)  -0.1788
C (-0.47247, 1.57600, 3.98393)  -0.1289
C (-0.66072, 0.38076, 4.93062)  -0.5242
C (-0.53340, -0.92218, 4.15741)  -0.0241
C (0.39174, 0.47034, 6.02625)  -0.0236
N (-1.93570, 0.71793, 5.58793)  -0.0122
O (-2.20902, -0.48791, 6.48925)  -0.0290
H (-4.22805, 0.87111, 6.74803)  0.0669
H (-3.85116, 2.47897, 6.12041)  0.0912
H (-5.14890, 1.59951, 5.34109)  0.0708
H (-4.61917, -0.15742, 3.65383)  0.0859
H (-2.94028, -0.49051, 3.24654)  0.0583
H (-3.71437, -1.19280, 4.74799)  0.0867
H (-3.71928, 1.93085, 3.08141)  0.1179
H (-2.82854, 2.96513, 4.11000)  0.1130
H (-1.57218, 0.93686, 2.32277)  0.0792
H (-1.49360, 2.71310, 2.42881)  0.1081
H (-0.42167, 2.41043, 4.68900)  0.1230
H (0.51906, 1.46309, 3.52670)  0.1204
H (0.50052, -1.13089, 4.01936)  0.0481
H (-1.05599, -0.95479, 3.24276)  0.0391
H (-0.93436, -1.69721, 4.87054)  0.1133
H (0.21296, -0.35049, 6.72185)  0.0818
H (0.44552, 1.48250, 6.48798)  0.1034
H (1.42536, 0.25961, 5.66720)  0.0760
H (-1.83651, -0.23464, 7.27413)  0.0318
C (3.26142, 1.21363, -7.39577)  -0.0251
C (2.37380, 0.67035, -6.28867)  -0.5593
C (2.25354, -0.78085, -6.60258)  -0.0699
C (2.94138, 0.65066, -4.88298)  -0.1431
C (2.89241, 1.91641, -4.06369)  -0.1695
C (1.48373, 2.47505, -4.08098)  -0.1297
C (0.89342, 2.63286, -5.51692)  -0.4762
C (-0.58352, 2.84405, -5.52311)  -0.0498
C (1.60783, 3.78670, -6.29852)  -0.0068
N (1.03085, 1.22956, -6.13875)  -0.0511
O (0.41715, 1.28346, -7.46378)  -0.0630
H (3.99396, 0.49315, -7.72651)  0.0773
H (2.56985, 1.32863, -8.22887)  0.0811
H (3.78144, 2.17766, -7.24671)  0.0802
H (1.77245, -0.91550, -7.53178)  0.0655
H (3.21042, -1.33860, -6.65351)  0.1075
H (1.57169, -1.31129, -5.94132)  0.0909
H (2.37166, -0.09687, -4.36418)  0.1047
H (3.92197, 0.20223, -4.97899)  0.1265
H (3.21086, 1.76908, -3.02211)  0.0949
H (3.63515, 2.65447, -4.42335)  0.1164
H (1.45668, 3.44317, -3.57776)  0.0893
H (0.78617, 1.84025, -3.48807)  0.1131
H (-0.90453, 2.91876, -6.60010)  0.1014
H (-0.74023, 3.76744, -4.97348)  0.0827
H (-1.10815, 2.02849, -5.11556)  0.0678
H (2.69369, 3.66031, -6.26589)  0.0594
H (1.42782, 4.63165, -5.67416)  0.0668
H (1.27231, 3.86319, -7.34300)  0.0950
H (-0.30737, 0.63988, -7.35460)  0.1126
C (3.48385, -0.94978, 4.14953)  -0.0637
C (4.62143, -1.57840, 3.28254)  -0.4319
C (5.83628, -0.61693, 3.57159)  -0.0250
C (4.81612, -3.04900, 3.77802)  -0.1404
C (5.73559, -3.79592, 2.87385)  -0.2065
C (5.25480, -3.73917, 1.44052)  -0.1302
C (4.92135, -2.29133, 0.95738)  -0.5409
C (6.22059, -1.42434, 0.73379)  -0.0045
C (4.16699, -2.40979, -0.33556)  -0.0336
N (3.99778, -1.71784, 1.89145)  -0.0485
O (3.74537, -0.36961, 1.43945)  -0.0840
H (2.50990, -1.34586, 3.88229)  0.0460
H (3.56154, -1.24140, 5.17875)  0.0778
H (3.27509, 0.10802, 3.95913)  0.0861
H (5.64306, 0.24022, 2.92990)  0.0650
H (5.81396, -0.27579, 4.65150)  0.1018
H (6.78735, -1.11095, 3.51172)  0.0589
H (5.25798, -2.98954, 4.77382)  0.1217
H (3.80023, -3.52114, 3.76149)  0.1322
H (6.77722, -3.40499, 2.82961)  0.1124
H (5.90232, -4.81245, 3.28457)  0.1202
H (4.39426, -4.37992, 1.25213)  0.1114
H (6.02704, -4.07805, 0.75728)  0.1175
H (6.09012, -0.32880, 0.88551)  0.0619
H (6.58639, -1.54604, -0.26312)  0.0742
H (7.04892, -1.75817, 1.36293)  0.0687
H (4.64626, -3.23251, -0.91831)  0.1050
H (4.15255, -1.41899, -0.82477)  0.0806
H (3.11505, -2.63421, -0.00001)  0.0950
H (2.80461, -0.32260, 1.18497)  0.0598
C (-4.38596, -4.20695, 0.34675)  -0.0065
C (-4.03907, -2.87388, -0.41653)  -0.4716
C (-2.96782, -2.15492, 0.39746)  -0.0389
C (-3.55760, -3.12020, -1.84748)  -0.1258
C (-4.61094, -3.54070, -2.93133)  -0.1332
C (-5.77018, -2.50435, -2.83902)  -0.1394
C (-6.39140, -2.36347, -1.42991)  -0.4380
C (-7.29496, -1.10878, -1.51864)  -0.0320
C (-7.29001, -3.71109, -1.07830)  0.0230
N (-5.29238, -1.98488, -0.50547)  -0.0956
O (-5.77369, -1.70796, 0.83246)  -0.0216
H (-5.03260, -4.02775, 1.22703)  0.0926
H (-4.89552, -4.92734, -0.32139)  0.0791
H (-3.40123, -4.50576, 0.56961)  0.0436
H (-3.18353, -2.16833, 1.47865)  0.0859
H (-1.96951, -2.55536, 0.27067)  0.0604
H (-2.95854, -1.08626, 0.11845)  0.0832
H (-3.11781, -2.17406, -2.16743)  0.1147
H (-2.74759, -3.89185, -1.70247)  0.1370
H (-4.08087, -3.52848, -3.85962)  0.0981
H (-5.02025, -4.50748, -2.68576)  0.0879
H (-6.53282, -2.84227, -3.52699)  0.1136
H (-5.50181, -1.49459, -3.18263)  0.1079
H (-7.56379, -0.83007, -0.50309)  0.0844
H (-8.18140, -1.35382, -2.12051)  0.0931
H (-6.72991, -0.27826, -1.96996)  0.0427
H (-6.86833, -4.55223, -1.59691)  0.0544
H (-8.27062, -3.49599, -1.35613)  0.0437
H (-7.28147, -3.87040, -0.02257)  0.0606
H (-5.73764, -0.77852, 0.96302)  0.0490
C (-5.54143, 1.90360, -2.15539)  -0.0487
C (-4.57118, 1.86375, -0.97626)  -0.4709
C (-4.59116, 3.16004, -0.13304)  -0.0395
O (-4.86158, 0.81667, -0.08115)  -0.0917
H (-5.30835, 2.74766, -2.81036)  0.0846
H (-6.51709, 2.11941, -1.86154)  0.0635
H (-5.46562, 1.02808, -2.81045)  0.0703
H (-3.52757, 1.75892, -1.27151)  0.1274
H (-5.57116, 3.43961, 0.20984)  0.0750
H (-4.10599, 3.88776, -0.78012)  0.0736
H (-4.01221, 3.06600, 0.79236)  0.0633
H (-5.02438, -0.02203, -0.58633)  0.0563
C (6.25425, 2.74423, 0.52378)  -0.0621
C (4.83030, 2.73927, 0.06286)  -0.4481
C (4.54053, 3.74283, -1.06211)  -0.0569
O (4.54920, 1.48259, -0.63389)  -0.1038
H (6.42787, 3.65590, 1.09323)  0.0789
H (6.98247, 2.83248, -0.29287)  0.0891
H (6.49378, 1.84404, 1.12424)  0.0717
H (4.13296, 2.82321, 0.92701)  0.1465
H (4.97313, 3.40756, -2.01260)  0.0801
H (5.00371, 4.72344, -0.86288)  0.0850
H (3.48335, 3.79678, -1.28481)  0.0524
H (4.26549, 0.78511, -0.03518)  0.0208
C (0.34376, -6.24071, 2.52646)  -0.0371
C (0.00160, -5.05565, 1.52703)  -0.4536
C (0.11330, -3.68684, 2.17106)  -0.0567
O (0.81804, -5.14006, 0.32906)  -0.0554
H (1.24544, -5.92808, 3.10595)  0.0827
H (0.47685, -7.10203, 1.87665)  0.0718
H (-0.53333, -6.32528, 3.19742)  0.0805
H (-1.03840, -5.19162, 1.23012)  0.1172
H (-0.45107, -2.96357, 1.63393)  0.0336
H (1.12725, -3.35308, 2.33079)  0.0772
H (-0.34659, -3.83900, 3.13317)  0.0838
H (1.61294, -4.73470, 0.69120)  0.0579
C (1.04357, 1.65623, 0.05569)  -0.0290
C (0.39786, 0.26535, 0.07341)  -0.4332
C (0.61058, -0.50469, -1.22185)  -0.0301
O (1.02505, -0.45814, 1.17717)  -0.0688
H (1.00065, 2.19667, 1.04590)  0.0970
H (0.51522, 2.34226, -0.64372)  0.0717
H (2.08745, 1.57207, -0.29552)  0.0668
H (-0.68187, 0.39452, 0.30513)  0.1244
H (0.13112, -1.50430, -1.17602)  0.0842
H (1.69678, -0.67316, -1.31780)  0.0797
H (0.21515, 0.08369, -2.05143)  0.0704
H (0.47951, -1.16301, 1.46283)  0.0268
C (-0.10820, 5.14294, -1.84379)  -0.0570
C (0.05874, 5.90939, -0.52939)  -0.4552
C (-1.10592, 5.79493, 0.44510)  -0.0584
O (1.16823, 5.40924, 0.27095)  -0.0730
H (0.73289, 5.20680, -2.49443)  0.0540
H (-0.89449, 5.58958, -2.45440)  0.0854
H (-0.39768, 4.16789, -1.57897)  0.0464
H (0.30943, 7.00668, -0.78912)  0.1561
H (-1.31291, 4.77865, 0.87581)  0.0836
H (-1.99927, 6.20843, 0.00250)  0.0721
H (-0.80117, 6.38126, 1.30368)  0.0742
H (1.96596, 5.49066, -0.24334)  0.0586

For the frontier orbital gap, the calculation gives 9.2 eV. The electronic energy comes out at -2908.70427 Eh. Its molar mass is 929.5 Da. The calculation puts the relative energy (zero: lowest compared OMol25 entry of this formula, charge and spin) at 138.5 kJ/mol.